# C4H6O2

A single C4H6O2 molecule (wB97M-V/def2-TZVPD, OMol25).

Values from the calculation:
Net charge: 0
SMILES string: O=C1CC(O)C1

Element x y z (Å)
O: 2.188897 -1.081706 -1.058390
C: 1.175603 -0.688580 -0.531427
C: 0.827531 -0.138839 0.852779
C: -0.460270 0.652970 0.346743
O: -1.681865 0.458443 1.018151
C: -0.207497 -0.309892 -1.014750
H: 0.481079 -0.928453 1.523719
H: 1.578518 0.492751 1.307445
H: -0.339048 1.699053 0.015654
H: -2.393067 0.789190 0.443787
H: -0.265124 0.202300 -1.972588
H: -0.904755 -1.147235 -0.931121

Atoms 1-6, force components in eV/Å:
-1.05 0.26 0.58
-0.31 0.78 0.27
-0.53 1.01 0.90
1.35 -2.18 -2.97
0.37 -0.06 -0.15
-1.02 1.06 0.39

These are the Löwdin partial charges, in e, on atoms 1 to 6:
1. O 0.096
2. C -0.394
3. C -0.043
4. C -0.288
5. O -0.040
6. C -0.031

=====

# C4H6O2

A single C4H6O2 molecule (wB97M-V/def2-TZVPD, OMol25).

Values from the calculation:
Net charge: 0
SMILES string: C=COC(C)=O

Element x y z (Å)
C: -1.134381 -0.605924 1.572831
C: -1.559380 -0.396681 0.337818
O: -0.660339 -0.206300 -0.694582
C: 0.357042 0.688394 -0.451826
C: 1.590095 0.242364 -1.173194
O: 0.247716 1.656459 0.247149
H: -0.068350 -0.655755 1.776384
H: -1.815122 -0.674703 2.408219
H: -2.594743 -0.389523 0.012597
H: 1.348117 0.079142 -2.224763
H: 1.907758 -0.718934 -0.753754
H: 2.381584 0.981457 -1.056880

Atoms 1-6, force components in eV/Å:
-0.12 0.02 -0.11
-0.12 -0.04 0.40
0.11 0.01 0.07
0.15 0.27 0.11
0.09 0.08 -0.09
0.04 -0.45 -0.32

These are the Löwdin partial charges, in e, on atoms 1 to 6:
1. C 0.044
2. C -0.185
3. O -0.009
4. C -0.531
5. C 0.020
6. O 0.125

=====

# C4H6O2

A molecular structure, C4H6O2 (wB97M-V/def2-TZVPD, OMol25).

Values from the calculation:
Net charge: 0

Element x y z (Å)
O: 2.464012 0.328436 -0.393044
C: 1.566577 0.261399 0.641600
C: 0.296772 0.395248 0.260036
C: -0.503711 -0.418320 -0.749986
C: -1.613942 -0.158247 0.293309
O: -0.781120 0.751416 1.036526
H: 1.957507 0.084229 1.639068
H: 1.877673 0.838848 -0.983551
H: -0.154907 -1.456600 -0.804861
H: -0.715742 -0.053161 -1.757281
H: -1.854002 -1.014279 0.929433
H: -2.524876 0.319248 -0.070447

Atoms 1-6, force components in eV/Å:
-0.24 -0.10 -0.50
-0.25 0.27 0.37
-0.03 -0.56 0.64
-0.09 0.09 -0.14
-0.51 -0.25 -0.10
-0.08 -0.23 0.40

These are the Löwdin partial charges, in e, on atoms 1 to 6:
1. O -0.006
2. C -0.132
3. C -0.320
4. C -0.055
5. C -0.146
6. O -0.028

=====

# C4H6O2

A single C4H6O2 molecule (wB97M-V/def2-TZVPD, OMol25).

Values from the calculation:
Net charge: 0
SMILES string: O=CC/C=C\O

Element x y z (Å)
O: -2.085498 0.829651 -1.135070
C: -1.501057 0.037784 -0.438308
C: -0.216138 -0.697485 -0.803117
C: 0.642667 0.473380 -0.389092
C: 1.030469 0.650853 0.875297
O: 1.106903 -0.357878 1.779934
H: -1.755548 -0.100243 0.635623
H: -0.099065 -0.989171 -1.849123
H: -0.139432 -1.593803 -0.175308
H: 0.608733 1.311060 -1.074697
H: 1.281299 1.614080 1.306923
H: 1.126667 -1.178227 1.266938

Atoms 1-6, force components in eV/Å:
0.07 -0.57 0.09
-0.34 0.06 -0.21
-0.10 -0.01 -0.08
0.18 0.15 0.22
0.09 0.14 -0.28
0.03 -0.17 0.06

These are the Löwdin partial charges, in e, on atoms 1 to 6:
1. O 0.048
2. C -0.290
3. C -0.138
4. C -0.122
5. C -0.196
6. O 0.008

=====

# C4H6O2

A single C4H6O2 molecule (wB97M-V/def2-TZVPD, OMol25).

Values from the calculation:
Net charge: 0

Element x y z (Å)
O: -1.561726 1.466029 -0.049243
C: -1.486437 0.310434 -0.682353
C: -0.036830 0.091207 -1.039663
C: 0.499945 -0.900677 0.017439
C: 1.051158 -0.202028 1.236477
O: 2.052828 -0.546345 1.816283
H: -2.482614 1.579568 0.232777
H: -0.339231 -1.532700 0.347231
H: 0.005550 -0.388898 -2.022143
H: 0.562015 1.013891 -1.064748
H: 1.270782 -1.565410 -0.379474
H: 0.464565 0.674928 1.587416

Atoms 1-6, force components in eV/Å:
-0.26 -0.25 -0.07
0.34 0.31 0.03
-0.10 -0.03 -0.08
0.09 -0.14 0.05
0.20 -0.11 0.13
-0.42 0.15 -0.25

These are the Löwdin partial charges, in e, on atoms 1 to 6:
1. O 0.005
2. C -0.075
3. C -0.234
4. C -0.167
5. C -0.267
6. O 0.051

=====

# C4H6O2

2 unconnected molecules or ions with the total composition C4H6O2 (wB97M-V/def2-TZVPD, OMol25).

Values from the calculation:
Net charge: 0
SMILES string: C=C1CO1.C=O

Element x y z (Å)
C: -0.943924 1.342556 -0.386408
C: 0.254470 1.068288 0.099480
C: 1.585951 0.538268 0.101586
O: 0.943150 1.183028 1.253083
H: -1.182328 1.093472 -1.412192
H: -1.687870 1.843382 0.221029
H: 2.403940 1.107800 -0.334521
H: 1.735370 -0.534433 0.207893
C: -0.782779 -1.907470 0.066448
O: 0.198022 -2.300714 -0.518400
H: -0.730459 -1.478984 1.084894
H: -1.793548 -1.955197 -0.382889

Atoms 1-6, force components in eV/Å:
0.22 0.00 0.10
-0.28 0.02 -0.20
0.21 -0.17 -0.23
-0.13 0.11 0.18
0.08 0.02 0.09
0.08 -0.05 -0.02

These are the Löwdin partial charges, in e, on atoms 1 to 6:
1. C 0.052
2. C -0.394
3. C -0.035
4. O 0.031
5. H 0.063
6. H 0.064

=====

# C4H6O2

2 unconnected molecules or ions with the total composition C4H6O2 (wB97M-V/def2-TZVPD, OMol25).

Values from the calculation:
Net charge: 0

Element x y z (Å)
C: 1.649966 0.306468 -0.630875
C: 0.353393 0.372822 0.118397
O: -0.437724 1.375192 -0.357295
C: 0.011628 -0.442764 1.120530
C: -2.804183 -0.572987 -0.327385
O: -3.130028 -1.636459 -0.542989
H: 1.458582 0.151490 -1.699108
H: 2.280080 -0.504102 -0.254307
H: 2.189704 1.255014 -0.528758
H: 0.680035 -1.237327 1.432812
H: -0.921624 -0.327325 1.668010
H: -1.329827 1.259983 0.000964

Atoms 1-6, force components in eV/Å:
0.01 -0.02 -0.01
0.18 -0.26 0.11
-0.13 -0.06 0.10
0.01 0.08 -0.02
-0.45 -1.17 -0.24
0.34 1.12 0.21

These are the Löwdin partial charges, in e, on atoms 1 to 6:
1. C -0.039
2. C -0.491
3. O 0.002
4. C 0.014
5. C 0.040
6. O 0.067

=====

# C4H6O2

A single C4H6O2 molecule (wB97M-V/def2-TZVPD, OMol25).

Values from the calculation:
Net charge: 0

Element x y z (Å)
C: 1.892587 1.123450 -0.171960
C: -0.591761 -2.023604 0.375849
O: -1.142096 -0.983933 0.943094
C: -1.456494 0.095364 0.034552
O: -0.449660 1.037733 0.058562
C: 0.718634 0.642375 -0.553620
H: 2.793326 0.832325 -0.699925
H: 1.974168 1.814319 0.661026
H: -0.373542 -2.678850 1.253635
H: -1.596296 -0.353131 -0.955988
H: -2.359660 0.568810 0.418580
H: 0.590794 -0.074858 -1.363802

Atoms 1-6, force components in eV/Å:
-0.15 -0.04 -0.05
-0.15 0.15 0.42
0.22 -0.35 -0.18
-0.26 0.10 -0.16
0.06 0.01 0.07
0.32 0.01 -0.06

These are the Löwdin partial charges, in e, on atoms 1 to 6:
1. C 0.041
2. C 0.073
3. O -0.123
4. C -0.232
5. O -0.058
6. C -0.231

=====

# C4H6O2

2 unconnected molecules or ions with the total composition C4H6O2 (wB97M-V/def2-TZVPD, OMol25).

Values from the calculation:
Net charge: 0
SMILES string: C=C=CO.C=O

Element x y z (Å)
C: 1.518500 -1.074876 -0.118779
C: 1.050888 0.091858 0.235432
C: 0.437405 1.205554 0.555695
O: -0.294515 1.419428 1.692996
H: 0.869722 -1.770150 -0.654201
H: 2.535820 -1.391038 0.100445
H: 0.447410 2.084550 -0.082077
H: -0.297113 0.599508 2.206947
C: -1.565759 -0.285854 -0.981637
O: -1.419409 -1.476904 -1.111763
H: -2.023382 0.162767 -0.077992
H: -1.259569 0.435158 -1.765063

Atoms 1-6, force components in eV/Å:
-0.04 0.13 0.05
-0.09 -0.01 0.02
0.20 -0.08 -0.29
0.02 -0.19 0.20
0.13 0.09 0.05
-0.13 0.09 0.01

These are the Löwdin partial charges, in e, on atoms 1 to 6:
1. C 0.026
2. C -0.105
3. C -0.246
4. O -0.009
5. H 0.052
6. H 0.061

=====

# C4H6O2

A single C4H6O2 molecule (wB97M-V/def2-TZVPD, OMol25).

Values from the calculation:
Net charge: 0
SMILES string: C=C(C)C(=O)O

Element x y z (Å)
C: 0.679950 1.224042 -0.454518
C: 0.082019 -0.013390 -0.184214
C: 0.858904 -1.146310 0.251428
C: -1.327998 -0.141338 -0.155266
O: -1.700923 -1.251129 -0.513941
O: -1.979973 0.832732 0.337416
H: -0.005486 1.986366 -0.838020
H: 1.678603 1.213300 -0.213309
H: 0.391973 -1.536208 1.292832
H: 1.852848 -0.683742 0.384908
H: 0.532646 -1.856109 -0.575916
H: -1.062558 1.371790 0.668600

Atoms 1-6, force components in eV/Å:
-4.26 -3.37 0.34
3.10 5.36 0.06
-1.30 -1.18 1.62
0.03 -4.88 -1.87
-1.74 0.95 0.12
1.59 3.75 2.13

These are the Löwdin partial charges, in e, on atoms 1 to 6:
1. C 0.104
2. C -0.365
3. C -0.044
4. C -0.633
5. O 0.096
6. O 0.140

=====

# C4H6O2

A molecular structure, C4H6O2 (wB97M-V/def2-TZVPD, OMol25).

Values from the calculation:
Net charge: 0

Element x y z (Å)
C: 0.595436 0.011823 -1.496034
C: -0.348546 0.289649 -0.315472
C: -0.581328 -0.694734 0.857323
C: 0.065808 0.408334 1.685610
O: 0.362288 0.600947 2.827282
O: 0.246653 1.246979 0.622521
H: 1.500047 -0.536905 -1.216528
H: 0.907188 0.985738 -1.898179
H: 0.133602 -0.517932 -2.347893
H: -1.263395 0.718319 -0.743844
H: -1.617968 -0.890421 1.164536
H: 0.000216 -1.621796 0.860678

Atoms 1-6, force components in eV/Å:
0.07 0.06 0.08
-0.12 -0.14 -0.84
0.12 0.02 0.04
0.19 0.08 0.60
-0.24 -0.13 -0.84
0.05 -0.03 0.02

These are the Löwdin partial charges, in e, on atoms 1 to 6:
1. C -0.038
2. C -0.307
3. C 0.000
4. C -0.477
5. O 0.133
6. O 0.051

=====

# C4H6O2

A molecular structure, C4H6O2 (wB97M-V/def2-TZVPD, OMol25).

Values from the calculation:
Net charge: 0

Element x y z (Å)
O: 2.383440 -1.330460 0.396193
C: 1.353672 -0.739848 0.570811
C: 0.339711 -0.106293 -0.480534
C: -1.054140 -0.531634 -0.089777
O: -1.401146 0.722892 0.461253
C: -0.203132 1.285427 -0.063540
H: 0.776087 -0.807755 1.522738
H: 0.705895 -0.284133 -1.495400
H: -1.425838 -0.614089 -1.142250
H: -1.427918 -1.386353 0.463030
H: 0.374792 1.783280 0.708983
H: -0.421423 2.008966 -0.851503

Atoms 1-6, force components in eV/Å:
-0.30 0.70 -0.24
-1.74 -0.18 -0.72
2.89 -0.42 1.73
-1.43 -0.26 -2.86
-0.20 -0.06 0.49
0.57 0.34 -0.01

These are the Löwdin partial charges, in e, on atoms 1 to 6:
1. O 0.065
2. C -0.210
3. C -0.187
4. C -0.202
5. O -0.093
6. C -0.143

=====

| no. | electronic energy (Eh) | maximum force (hartree/bohr) |
| --- | --- | --- |
| 1 | -306.4400 | 0.076 |
| 2 | -306.4690 | 0.011 |
| 3 | -306.3880 | 0.027 |
| 4 | -306.4396 | 0.011 |
| 5 | -306.3872 | 0.010 |
| 6 | -306.3800 | 0.013 |
| 7 | -306.4659 | 0.025 |
| 8 | -306.3430 | 0.009 |
| 9 | -306.3865 | 0.010 |
| 10 | -306.4105 | 0.120 |
| 11 | -306.4848 | 0.017 |
| 12 | -306.4093 | 0.066 |